No. 1
Below is a 3-piece molecular cluster, C5H9N3O overall, with properties calculated with the ωB97M-V functional and the def2-TZVPD basis.

Calculated values
E_HOMO (alpha / beta) = -7.16 / -7.82 eV
Orbital gap (alpha / beta) = 0.2639 / 0.3178 Eh

Positions of all 18 atoms, in Å:
C  -0.82  0.13  1.36
N  -0.05  0.16  0.12
C  1.07  -2.08  0.19
C  -0.31  -0.52  -0.91
N  2.03  -1.83  1.10
C  -1.12  1.80  -0.92
C  -0.43  2.91  -0.94
N  -0.50  -0.94  -2.04
O  0.88  -3.13  -0.37
H  2.73  -2.53  1.32
H  2.15  -0.89  1.45
H  -0.22  -1.90  -2.21
H  -2.12  1.61  -1.30
H  -1.88  -0.09  1.20
H  -0.41  -0.62  2.03
H  -0.74  1.11  1.82
H  0.58  2.97  -0.54
H  -0.83  3.83  -1.37


No. 2
Below is a 2-piece molecular cluster, C5H9N3O2 overall, with properties calculated with the ωB97M-V functional and the def2-TZVPD basis.

Calculated values
SMILES = N#C[C@]1(N)CCNC1=O.O
E_HOMO = -9.94 eV
Orbital gap = 0.3836 Eh

Positions of all 19 atoms, in Å:
N  -4.50  -2.13  -0.09
C  -4.72  -1.60  0.92
C  -5.04  -0.90  2.18
N  -6.19  -1.54  2.79
C  -5.28  0.61  1.92
C  -3.89  1.25  1.96
N  -3.16  0.39  2.89
C  -3.74  -0.89  3.07
O  -3.63  -1.56  4.09
H  -6.06  -2.54  2.84
H  -6.29  -1.20  3.74
H  -5.81  0.80  0.98
H  -5.89  0.99  2.75
H  -3.41  1.24  0.98
H  -3.92  2.28  2.33
H  -2.68  0.79  3.69
O  -1.56  -1.66  2.23
H  -1.60  -0.54  2.25
H  -1.71  -1.86  1.30


No. 3
Below is C5H9N3O2S as an isolated structure, with properties calculated with the ωB97M-V functional and the def2-TZVPD basis.

Calculated values
E_HOMO = -7.90 eV
Orbital gap = 0.3137 Eh

Positions of all 20 atoms, in Å:
C  -0.27  -1.98  -0.13
C  -1.00  -0.84  -0.36
C  0.49  0.28  -0.83
C  2.83  -0.45  -0.68
C  -3.11  -0.03  1.38
N  1.04  -1.79  -0.15
N  1.43  -0.56  -0.46
N  0.55  1.58  -1.14
O  -2.30  1.21  -0.90
O  -3.49  -0.97  -1.10
S  -2.56  -0.11  -0.36
H  -0.62  -2.90  0.25
H  3.21  -1.43  -0.40
H  3.18  -0.24  -1.57
H  3.22  0.26  -0.04
H  -3.69  0.82  1.39
H  -3.60  -0.92  1.73
H  -2.14  0.22  1.90
H  -0.33  2.00  -1.35
H  1.21  1.93  -1.86


No. 4
Below is one molecule with the formula C5H9N3S, with properties calculated with the ωB97M-V functional and the def2-TZVPD basis.

Calculated values
SMILES = NCCc1csc(N)n1
E_HOMO = -8.15 eV
Orbital gap = 0.3231 Eh

Positions of all 18 atoms, in Å:
N  1.72  1.42  1.57
C  2.00  0.84  0.28
C  0.86  1.02  -0.72
C  -0.46  0.24  -0.52
C  -1.73  0.72  -0.24
S  -2.76  -0.57  0.07
C  -1.53  -1.76  -0.20
N  -1.72  -3.01  -0.53
N  -0.36  -1.18  -0.47
H  0.89  1.02  2.01
H  1.58  2.40  1.66
H  2.83  1.49  -0.10
H  2.27  -0.25  0.35
H  1.36  0.86  -1.70
H  0.49  2.05  -0.65
H  -2.23  1.65  -0.43
H  -0.80  -3.58  -0.39
H  -2.43  -3.37  0.00


Energy above the lowest of the compared OMol25 structures with the same formula, charge and spin (kJ/mol)
659.7; 126.0; 327.0; 17.3